Record 1
C8H21Cl3N2O2PS | ωB97M-V with the def2-TZVPD basis set

Results
HOMO level, eV: -12.33
Gap between HOMO and LUMO, eV: 9.419
Energy relative to the best compared isomer or geometry (same formula, charge and spin), eV: 4.562
LUMO, eV: -2.91
Net charge: +1
E_tot, Eh: -2697.02856

XYZ file:
```
38
C8H21Cl3N2O2PS ωB97M-V with the def2-TZVPD basis set
C 0.82 -1.81 3.36
C 0.35 -0.21 3.23
N 1.35 0.66 2.51
N 0.95 0.98 1.21
C 2.20 1.61 0.56
O 1.87 2.68 -0.40
C 2.60 2.55 -1.67
C 0.52 -0.20 0.38
O 0.59 0.00 -1.08
C -0.61 -0.53 -1.76
C -0.67 -2.18 -1.82
P -0.25 2.29 1.35
S -1.43 2.48 -0.19
H 1.99 -1.86 3.45
H 0.42 -2.36 2.39
H 0.39 -2.30 4.35
H -0.76 -0.12 2.85
H 0.33 0.18 4.36
H 1.42 1.54 3.10
H 2.93 0.79 0.17
H 2.76 2.15 1.46
H 1.81 2.77 -2.53
H 3.03 1.48 -1.90
H 3.49 3.34 -1.73
H 1.22 -1.13 0.64
H -0.58 -0.58 0.63
H -0.68 -0.11 -2.87
H -1.63 -0.20 -1.25
H 0.39 -2.63 -2.07
H -1.02 -2.67 -0.80
H -1.38 -2.51 -2.72
H -1.13 2.05 2.50
H 0.46 3.51 1.63
C -4.37 -1.97 -3.57
Cl -3.11 -0.72 -3.64
Cl -3.82 -3.36 -2.62
Cl -5.87 -1.31 -2.91
H -4.57 -2.31 -4.59
```

Per-atom natural (NBO) charges, elementary charge units: number 1, C, carries -0.643; number 2, C, carries -0.291; number 3, N, carries -0.465; number 4, N, carries -0.412; number 5, C, carries 0.080; number 6, O, carries -0.555; number 7, C, carries -0.288; number 8, C, carries 0.045; number 9, O, carries -0.552; number 10, C, carries -0.110; number 11, C, carries -0.685; number 12, P, carries 0.879; number 13, S, carries -0.436; number 14, H, carries 0.242; number 15, H, carries 0.215; number 16, H, carries 0.254; number 17, H, carries 0.213; number 18, H, carries 0.243; number 19, H, carries 0.396; number 20, H, carries 0.255; number 21, H, carries 0.217; number 22, H, carries 0.229; number 23, H, carries 0.203; number 24, H, carries 0.215; number 25, H, carries 0.246; number 26, H, carries 0.248; number 27, H, carries 0.233; number 28, H, carries 0.209; number 29, H, carries 0.224; number 30, H, carries 0.209; number 31, H, carries 0.258; number 32, H, carries 0.051; number 33, H, carries 0.054; number 34, C, carries -0.278; number 35, Cl, carries 0.002; number 36, Cl, carries 0.019; number 37, Cl, carries 0.035; number 38, H, carries 0.240

---

Record 2
C8H21CsN5O2PS2SbSe4 | ωB97M-V with the def2-TZVPD basis set

Results
HOMO level (alpha / beta), eV: -1.64 / -1.10
Gap between HOMO and LUMO (alpha / beta), eV: 5.148 / 4.373
LUMO (alpha / beta), eV: 3.51 / 3.27
Net charge: -2
E_tot, Eh: -11745.76884
Spin multiplicity: 2

XYZ file:
```
45
C8H21CsN5O2PS2SbSe4 ωB97M-V with the def2-TZVPD basis set
Cs -0.40 -2.15 -0.44
C 5.56 -0.83 -1.33
N 4.97 0.49 -1.46
C 5.68 1.31 -2.42
C 3.56 0.52 -1.52
N 2.77 -0.46 -1.64
N 3.09 1.83 -1.33
C 1.74 2.19 -1.23
N 1.61 3.35 -0.45
N 0.81 1.51 -1.74
H 6.60 -0.73 -1.05
H 5.51 -1.41 -2.26
H 5.05 -1.40 -0.55
H 6.69 1.52 -2.06
H 5.16 2.25 -2.57
H 5.77 0.81 -3.40
H 3.26 -1.34 -1.77
H 3.71 2.35 -0.74
H 2.33 4.04 -0.57
H 0.68 3.74 -0.47
H -0.09 1.91 -1.49
C -4.77 -0.02 4.47
C -3.69 -0.72 3.67
O -2.84 0.25 3.08
P -2.55 0.44 1.49
S -3.41 -1.03 0.47
S -0.65 0.84 1.25
O -3.33 1.84 1.20
C -4.75 1.88 1.14
C -5.19 2.24 -0.27
H -5.36 -0.75 5.03
H -5.45 0.53 3.81
H -4.34 0.69 5.18
H -4.12 -1.36 2.90
H -3.07 -1.34 4.32
H -5.09 2.63 1.86
H -5.17 0.91 1.42
H -4.72 3.17 -0.58
H -6.28 2.36 -0.31
H -4.90 1.45 -0.96
Se -1.09 -7.52 -2.18
Sb 1.13 -6.62 -1.77
Se 1.58 -7.04 0.58
Se 2.67 -8.07 -2.99
Se 1.35 -4.27 -2.33
```

Per-atom natural (NBO) charges, elementary charge units: number 1, Cs, carries 0.951; number 2, C, carries -0.420; number 3, N, carries -0.473; number 4, C, carries -0.407; number 5, C, carries 0.571; number 6, N, carries -0.677; number 7, N, carries -0.655; number 8, C, carries 0.576; number 9, N, carries -0.845; number 10, N, carries -0.693; number 11, H, carries 0.193; number 12, H, carries 0.187; number 13, H, carries 0.228; number 14, H, carries 0.186; number 15, H, carries 0.210; number 16, H, carries 0.176; number 17, H, carries 0.363; number 18, H, carries 0.385; number 19, H, carries 0.361; number 20, H, carries 0.389; number 21, H, carries 0.348; number 22, C, carries -0.623; number 23, C, carries -0.066; number 24, O, carries -0.847; number 25, P, carries 1.624; number 26, S, carries -0.785; number 27, S, carries -0.710; number 28, O, carries -0.838; number 29, C, carries -0.065; number 30, C, carries -0.626; number 31, H, carries 0.199; number 32, H, carries 0.201; number 33, H, carries 0.203; number 34, H, carries 0.210; number 35, H, carries 0.169; number 36, H, carries 0.162; number 37, H, carries 0.189; number 38, H, carries 0.200; number 39, H, carries 0.192; number 40, H, carries 0.231; number 41, Se, carries -0.693; number 42, Sb, carries 1.049; number 43, Se, carries -0.705; number 44, Se, carries -0.670; number 45, Se, carries -0.953

---

Record 3
C8H21F5FeIO2P2Te | ωB97M-V with the def2-TZVPD basis set

Results
HOMO level (alpha / beta), eV: -16.74 / -16.72
Gap between HOMO and LUMO (alpha / beta), eV: 8.809 / 4.839
Energy relative to the best compared isomer or geometry (same formula, charge and spin), eV: 0.273
LUMO (alpha / beta), eV: -7.93 / -11.88
Net charge: +2
E_tot, Eh: -3478.69897
Spin multiplicity: 6

XYZ file:
```
41
C8H21F5FeIO2P2Te ωB97M-V with the def2-TZVPD basis set
C 1.37 0.16 -2.65
I 2.93 -0.27 -1.33
H 1.75 0.87 -3.41
H 0.58 0.63 -2.08
H 0.92 -0.73 -3.09
Fe 0.19 0.86 0.06
P 0.16 2.96 -0.26
C -1.20 3.72 0.65
C 1.72 3.61 0.52
H 1.99 4.59 0.10
H 0.68 4.76 -1.85
H 2.53 2.88 0.31
H 0.57 3.15 -2.64
H -1.51 3.03 1.45
H 1.58 3.68 1.60
C 0.12 3.81 -1.88
H -0.91 4.68 1.10
H -0.92 4.01 -2.15
H -2.04 3.85 -0.04
P -0.12 -2.89 -0.21
C -1.23 -4.23 0.23
C 0.65 -3.37 -1.73
H 1.98 -2.29 0.79
H 1.63 -4.05 0.83
H 0.80 -2.97 1.99
C 1.21 -3.05 0.98
H 1.56 -2.81 -1.91
H 0.89 -4.45 -1.63
H -0.66 -5.15 0.07
H -2.11 -4.23 -0.43
H -0.04 -3.27 -2.56
H -1.51 -4.13 1.28
C -1.64 0.40 0.04
O -2.73 0.57 -0.35
F -1.27 -2.49 2.94
Te -1.50 -0.49 2.67
F -1.56 1.46 2.92
F -1.14 -0.41 4.49
F -3.40 -0.58 3.08
F 0.53 -0.27 2.37
O -0.84 -1.56 -0.29
```

Per-atom natural (NBO) charges, elementary charge units: number 1, C, carries -0.749; number 2, I, carries 0.247; number 3, H, carries 0.271; number 4, H, carries 0.130; number 5, H, carries 0.262; number 6, Fe, carries 1.252; number 7, P, carries 0.729; number 8, C, carries -0.955; number 9, C, carries -0.903; number 10, H, carries 0.282; number 11, H, carries 0.286; number 12, H, carries 0.254; number 13, H, carries 0.253; number 14, H, carries 0.272; number 15, H, carries 0.273; number 16, C, carries -0.903; number 17, H, carries 0.295; number 18, H, carries 0.273; number 19, H, carries 0.273; number 20, P, carries 1.951; number 21, C, carries -1.007; number 22, C, carries -1.030; number 23, H, carries 0.250; number 24, H, carries 0.280; number 25, H, carries 0.279; number 26, C, carries -1.026; number 27, H, carries 0.251; number 28, H, carries 0.283; number 29, H, carries 0.268; number 30, H, carries 0.274; number 31, H, carries 0.270; number 32, H, carries 0.280; number 33, C, carries 0.303; number 34, O, carries -0.348; number 35, F, carries -0.547; number 36, Te, carries 2.857; number 37, F, carries -0.586; number 38, F, carries -0.552; number 39, F, carries -0.518; number 40, F, carries -0.621; number 41, O, carries -1.153

---

Record 4
C8H21N5O13 | ωB97M-V with the def2-TZVPD basis set

Results
HOMO level, eV: -10.49
Structure (SMILES): C[N+](=O)[O-].C[N+](=O)[O-].C[N+](=O)[O-].C[N+](=O)[O-].C[N+](=O)[O-].COC(=O)OC
Gap between HOMO and LUMO, eV: 10.357
Energy relative to the best compared isomer or geometry (same formula, charge and spin), eV: 0.491
LUMO, eV: -0.13
E_tot, Eh: -1568.83717

XYZ file:
```
47
C8H21N5O13 ωB97M-V with the def2-TZVPD basis set
C 1.16 -2.06 -2.85
O 1.91 -1.08 -2.13
C 1.96 0.14 -2.68
O 1.50 0.43 -3.76
O 2.56 0.96 -1.83
C 2.32 2.37 -1.96
H 1.39 -2.97 -2.30
H 1.49 -2.18 -3.88
H 0.10 -1.83 -2.85
H 1.91 2.60 -2.94
H 3.29 2.83 -1.80
H 1.64 2.68 -1.16
C -2.86 -3.30 -2.00
N -3.07 -1.96 -2.60
O -4.12 -1.67 -3.12
O -2.14 -1.20 -2.54
H -3.39 -3.35 -1.06
H -1.80 -3.43 -1.86
H -3.26 -4.00 -2.73
C -0.38 0.37 1.13
N -0.62 -0.99 0.57
O 0.30 -1.78 0.59
O -1.76 -1.30 0.28
H 0.66 0.55 0.89
H -0.58 0.35 2.19
H -1.03 1.08 0.62
C 1.33 1.43 5.85
N -0.04 1.78 5.38
O -0.35 1.49 4.24
O -0.78 2.26 6.21
H 1.63 2.09 6.66
H 1.99 1.46 4.99
H 1.28 0.40 6.19
C -0.69 6.12 -1.47
N -0.02 5.05 -0.72
O 1.15 5.21 -0.45
O -0.67 4.08 -0.39
H -0.46 6.11 -2.53
H -0.30 7.06 -1.05
H -1.75 6.18 -1.25
C -0.43 -4.44 1.55
N 0.72 -4.71 0.64
O 1.83 -4.78 1.12
O 0.45 -4.81 -0.54
H -0.14 -3.76 2.35
H -0.66 -5.36 2.10
H -1.26 -4.14 0.94
```

Per-atom natural (NBO) charges, elementary charge units: number 1, C, carries -0.270; number 2, O, carries -0.496; number 3, C, carries 0.984; number 4, O, carries -0.645; number 5, O, carries -0.511; number 6, C, carries -0.262; number 7, H, carries 0.207; number 8, H, carries 0.190; number 9, H, carries 0.204; number 10, H, carries 0.209; number 11, H, carries 0.194; number 12, H, carries 0.190; number 13, C, carries -0.488; number 14, N, carries 0.542; number 15, O, carries -0.378; number 16, O, carries -0.383; number 17, H, carries 0.237; number 18, H, carries 0.244; number 19, H, carries 0.228; number 20, C, carries -0.486; number 21, N, carries 0.539; number 22, O, carries -0.389; number 23, O, carries -0.395; number 24, H, carries 0.236; number 25, H, carries 0.254; number 26, H, carries 0.242; number 27, C, carries -0.487; number 28, N, carries 0.540; number 29, O, carries -0.394; number 30, O, carries -0.365; number 31, H, carries 0.237; number 32, H, carries 0.233; number 33, H, carries 0.237; number 34, C, carries -0.495; number 35, N, carries 0.533; number 36, O, carries -0.376; number 37, O, carries -0.375; number 38, H, carries 0.245; number 39, H, carries 0.234; number 40, H, carries 0.237; number 41, C, carries -0.485; number 42, N, carries 0.546; number 43, O, carries -0.365; number 44, O, carries -0.396; number 45, H, carries 0.236; number 46, H, carries 0.226; number 47, H, carries 0.236

---

Number 1: F_max 5.0 eV/Å. Number 2: F_max 0.6 eV/Å. Number 3: F_max 7.7 eV/Å. Number 4: F_max 1.8 eV/Å.